[1]
{
  "formula": "C26H29I2N8O3S2Y",
  "method": "ωB97M-V with the def2-TZVPD basis set",
  "charge": 0,
  "relative_energy_kj_mol": 8.91,
  "homo_ha": -0.27062,
  "largest_force_ha_per_bohr": 0.0223,
  "elements": ["Y", "C", "C", "N", "C", "S", "N", "N", "C", "C", "C", "C", "C", "C", "C", "N", "H", "H", "H", "H", "H", "H", "H", "H", "H", "H", "H", "H", "H", "N", "C", "C", "C", "O", "O", "H", "H", "H", "H", "H", "H", "I", "C", "C", "C", "I", "C", "C", "C", "C", "N", "C", "C", "O", "H", "H", "H", "H", "C", "N", "C", "C", "N", "C", "S", "H", "H", "H", "H", "H", "H"],
  "coordinates": [[0.17, -0.05, 0.00], [6.64, 0.40, -0.27], [5.35, 0.05, -0.99], [4.53, -0.88, -0.23], [3.36, -0.61, 0.36], [2.74, 1.01, 0.45], [2.80, -1.67, 0.94], [1.54, -1.44, 1.38], [1.11, -2.13, 2.38], [1.96, -3.12, 3.10], [-0.24, -1.79, 2.88], [-0.71, -2.29, 4.09], [-1.94, -1.87, 4.56], [-2.67, -0.96, 3.81], [-2.14, -0.52, 2.61], [-0.96, -0.92, 2.15], [7.23, 1.10, -0.86], [7.25, -0.49, -0.10], [6.42, 0.86, 0.70], [5.54, -0.40, -1.97], [4.75, 0.95, -1.16], [4.73, -1.86, -0.33], [2.77, -3.45, 2.45], [1.38, -3.99, 3.42], [2.41, -2.67, 3.99], [-0.11, -2.98, 4.66], [-2.32, -2.24, 5.50], [-3.64, -0.60, 4.13], [-2.68, 0.18, 1.98], [-0.07, 1.68, -1.92], [1.21, 2.09, -2.54], [1.86, 0.96, -3.34], [2.12, -0.37, -2.63], [3.07, -1.05, -2.96], [1.21, -0.73, -1.77], [-0.62, 1.17, -2.61], [-0.61, 2.50, -1.68], [1.89, 2.40, -1.74], [1.07, 2.94, -3.21], [2.81, 1.31, -3.74], [1.22, 0.72, -4.20], [-5.39, 1.02, -0.02], [-4.36, -0.56, -0.91], [-5.12, -1.53, -1.60], [-4.52, -2.61, -2.17], [-5.70, -3.97, -3.23], [-3.12, -2.81, -2.01], [-2.41, -3.93, -2.48], [-1.08, -4.06, -2.21], [-0.44, -3.07, -1.44], [-1.07, -2.01, -1.00], [-2.39, -1.84, -1.30], [-2.98, -0.61, -0.81], [-2.22, 0.30, -0.27], [-6.19, -1.39, -1.68], [-2.93, -4.69, -3.05], [-0.51, -4.91, -2.56], [0.61, -3.14, -1.20], [-0.36, 5.62, 1.66], [-1.35, 4.78, 1.01], [-2.48, 5.23, 0.36], [-3.11, 4.14, -0.13], [-2.36, 3.05, 0.23], [-1.28, 3.43, 0.92], [-0.02, 2.45, 1.52], [-0.75, 6.00, 2.60], [-0.11, 6.46, 1.01], [0.52, 5.03, 1.85], [-2.74, 6.27, 0.32], [-4.03, 4.05, -0.68], [-2.55, 2.05, 0.00]],
  "mulliken_charge": [0.0243, -1.3216, -0.3047, -0.0550, 0.2256, -0.4579, -1.3118, 1.2612, 0.7423, -1.8342, 0.4569, -1.1072, -0.4334, -1.0872, -0.3063, 0.4935, 0.3963, 0.3481, 0.2806, 0.3908, 0.1932, 0.2812, 0.4213, 0.4612, 0.3100, 0.3821, 0.4189, 0.4651, 0.5368, -0.3495, -0.5919, -0.6429, 0.3237, -0.7183, -0.0560, 0.2135, 0.1655, 0.2506, 0.4487, 0.3456, 0.2691, -0.0288, -0.6443, -0.4588, -0.2575, 0.0626, 0.8867, -0.7217, -1.1798, -0.1969, 0.4615, -0.0200, 0.1764, 0.4989, 0.3367, 0.1951, 0.4123, 0.4330, -0.8903, 0.1988, -0.6651, -0.4672, 0.6325, 0.2982, -0.4711, 0.3258, 0.3495, 0.2872, 0.4501, 0.4486, 0.0188]
}

***

[2]
{
  "formula": "C5H7NO",
  "method": "ωB97M-V with the def2-TZVPD basis set",
  "charge": 0,
  "relative_energy_kj_mol": 439.38,
  "smiles": "C1=CC1.C#N.C=O",
  "homo_ha": -0.35922,
  "largest_force_ha_per_bohr": 0.0221,
  "elements": ["C", "C", "C", "H", "H", "H", "H", "C", "N", "H", "C", "O", "H", "H"],
  "coordinates": [[-1.49, 0.43, -0.82], [-0.87, -0.70, -0.92], [-1.58, -0.47, 0.38], [-1.81, 1.36, -1.27], [-0.27, -1.41, -1.48], [-1.00, -0.23, 1.28], [-2.51, -1.00, 0.59], [1.97, -1.52, 0.53], [1.85, -2.41, -0.20], [2.01, -0.65, 1.16], [0.93, 1.65, 0.17], [1.17, 1.21, 1.27], [0.23, 2.49, 0.04], [1.39, 1.25, -0.75]],
  "nbo_charge": [-0.2194, -0.1618, -0.4357, 0.2256, 0.2449, 0.1834, 0.1839, 0.0701, -0.3456, 0.2596, 0.2864, -0.5438, 0.1255, 0.1270]
}

***

[3]
{
  "formula": "C16H15N7O",
  "method": "ωB97M-V with the def2-TZVPD basis set",
  "charge": 0,
  "relative_energy_kj_mol": 125.66,
  "smiles": "CC(C)c1c(-c2cnn(CCC#N)c2)[nH]c2c(C#N)cnn2c1=O",
  "homo_ha": -0.32842,
  "largest_force_ha_per_bohr": 0.0728,
  "elements": ["C", "C", "C", "C", "C", "C", "C", "N", "N", "C", "C", "C", "N", "C", "N", "C", "C", "C", "N", "C", "N", "N", "C", "O", "H", "H", "H", "H", "H", "H", "H", "H", "H", "H", "H", "H", "H", "H", "H"],
  "coordinates": [[-2.18, 2.21, -1.93], [-1.06, 2.11, -0.89], [-0.54, 3.50, -0.52], [0.08, 1.16, -1.35], [0.31, -0.09, -0.76], [-0.48, -0.71, 0.31], [-1.92, -1.10, 0.38], [-2.20, -1.65, 1.52], [-1.03, -1.77, 2.21], [-0.93, -2.32, 3.55], [-1.94, -1.57, 4.45], [-1.72, -1.98, 5.84], [-1.53, -2.35, 6.94], [0.02, -1.21, 1.52], [1.37, -0.90, -1.17], [2.25, -0.48, -2.10], [3.37, -1.04, -2.64], [4.01, -2.28, -2.44], [4.53, -3.32, -2.29], [3.86, -0.09, -3.60], [3.12, 0.99, -3.59], [2.09, 0.72, -2.73], [1.05, 1.59, -2.37], [0.87, 2.62, -3.03], [-2.93, 2.94, -1.60], [-1.76, 2.55, -2.89], [-2.73, 1.26, -2.07], [-1.50, 1.74, 0.07], [0.30, 3.37, 0.16], [-1.38, 4.00, 0.00], [-0.24, 4.13, -1.36], [-2.67, -0.80, -0.33], [0.07, -2.23, 3.94], [-1.12, -3.42, 3.47], [-1.70, -0.50, 4.39], [-2.98, -1.77, 4.16], [1.08, -1.22, 1.85], [1.40, -1.87, -0.87], [4.71, -0.21, -4.22]],
  "nbo_charge": [-0.6073, -0.2284, -0.6011, -0.1665, 0.3061, -0.2305, -0.0031, -0.2520, -0.1831, -0.1941, -0.5173, 0.2723, -0.3063, -0.0202, -0.5626, 0.3856, -0.3376, 0.2716, -0.3168, 0.0516, -0.2172, -0.2223, 0.6320, -0.5618, 0.2109, 0.2321, 0.2001, 0.2147, 0.2059, 0.2051, 0.2347, 0.2236, 0.2293, 0.2240, 0.2561, 0.2752, 0.2369, 0.4355, 0.2249]
}

***

[4]
{
  "formula": "C4H4Cl2Si",
  "method": "ωB97M-V with the def2-TZVPD basis set",
  "charge": 0,
  "relative_energy_kj_mol": 606.53,
  "homo_ha": [-0.29702, -0.27615],
  "largest_force_ha_per_bohr": 0.1404,
  "elements": ["C", "C", "C", "C", "Si", "Cl", "Cl", "H", "H", "H", "H"],
  "coordinates": [[0.55, -0.53, -0.60], [0.45, -0.02, 0.72], [-1.32, 0.44, -1.66], [-0.82, 0.25, 1.13], [-2.26, 0.17, -0.09], [-3.83, 1.37, 0.05], [-2.90, -1.79, 0.10], [1.14, -1.20, -1.06], [1.20, 0.12, 1.50], [-1.37, 0.07, -2.66], [-0.75, 0.59, 2.12]],
  "nbo_charge": [0.1024, -0.3768, -0.7339, -0.4034, 1.3680, -0.3127, -0.3860, 0.1504, 0.2201, 0.1609, 0.2110]
}

***

[5]
{
  "formula": "C22H36CaO3P2",
  "method": "ωB97M-V with the def2-TZVPD basis set",
  "charge": 0,
  "relative_energy_kj_mol": 0.00,
  "homo_ha": -0.25556,
  "largest_force_ha_per_bohr": 0.0468,
  "elements": ["P", "P", "C", "C", "H", "H", "H", "H", "C", "H", "H", "H", "C", "H", "H", "H", "C", "H", "H", "H", "C", "H", "H", "H", "Ca", "C", "C", "C", "C", "C", "C", "C", "C", "C", "H", "H", "H", "H", "H", "H", "H", "H", "H", "H", "H", "H", "H", "H", "H", "O", "C", "C", "C", "C", "C", "C", "C", "O", "O", "H", "H", "H", "H", "H"],
  "coordinates": [[3.61, -2.49, -1.26], [0.99, -4.08, -0.74], [3.77, -4.36, -1.08], [2.45, -5.06, -1.41], [4.10, -4.58, -0.04], [4.55, -4.69, -1.79], [2.31, -5.17, -2.51], [2.43, -6.06, -0.93], [0.89, -5.01, 0.86], [-0.07, -4.76, 1.33], [1.71, -4.71, 1.51], [0.94, -6.09, 0.65], [-0.27, -5.03, -1.68], [-0.12, -6.11, -1.52], [-0.16, -4.79, -2.75], [-1.27, -4.72, -1.33], [5.21, -2.12, -0.44], [5.41, -1.05, -0.57], [6.01, -2.72, -0.90], [5.12, -2.35, 0.63], [4.19, -2.45, -3.01], [3.41, -2.85, -3.67], [5.10, -3.07, -3.09], [4.42, -1.41, -3.27], [-0.99, 2.58, 0.67], [-1.31, -0.36, -0.47], [-0.90, -0.54, 0.80], [0.48, -0.94, 1.22], [1.55, 0.19, 1.48], [1.77, 1.23, 0.43], [1.50, 1.13, -0.88], [1.07, -0.12, -1.58], [-0.46, -0.42, -1.70], [-0.16, 4.63, 0.14], [-2.36, -0.10, -0.66], [-1.64, -0.45, 1.61], [0.93, -1.69, 0.54], [0.40, -1.46, 2.19], [1.28, 0.71, 2.41], [2.48, -0.37, 1.73], [2.23, 2.16, 0.82], [1.64, 2.02, -1.52], [1.57, -1.02, -1.16], [1.44, -0.08, -2.63], [-0.89, 0.31, -2.40], [-0.53, -1.39, -2.23], [-0.94, 5.15, -0.45], [0.79, 4.60, -0.42], [-0.01, 5.17, 1.10], [-5.74, 3.53, 0.22], [-5.53, 4.45, 1.18], [-6.46, 5.49, 1.32], [-6.21, 6.51, 2.25], [-5.06, 6.49, 3.05], [-4.15, 5.44, 2.95], [-4.37, 4.44, 1.99], [-3.29, 3.54, 1.65], [-2.24, 3.47, 2.39], [-3.31, 2.88, 0.52], [-4.84, 3.07, 0.11], [-7.35, 5.48, 0.69], [-6.93, 7.32, 2.34], [-4.90, 7.30, 3.76], [-3.27, 5.40, 3.57]],
  "nbo_charge": [0.7964, 0.7851, -0.6987, -0.6976, 0.2214, 0.2184, 0.2216, 0.2192, -0.9331, 0.2321, 0.2300, 0.2165, -0.9369, 0.2168, 0.2301, 0.2314, -0.9380, 0.2319, 0.2162, 0.2295, -0.9315, 0.2301, 0.2161, 0.2321, 1.7262, -0.1898, -0.2462, -0.4690, -0.4532, -0.2323, -0.2034, -0.4863, -0.4556, -1.4263, 0.2222, 0.2183, 0.2418, 0.2205, 0.2081, 0.2347, 0.2273, 0.2238, 0.2538, 0.2202, 0.2120, 0.2368, 0.2042, 0.1851, 0.2050, -0.6851, 0.3813, -0.2897, -0.1590, -0.2748, -0.1168, -0.2864, 0.7729, -0.7982, -0.8576, 0.5121, 0.2230, 0.2116, 0.2132, 0.2361]
}

***

[6]
{
  "formula": "C26H30N5O2STi",
  "method": "ωB97M-V with the def2-TZVPD basis set",
  "charge": 1,
  "relative_energy_kj_mol": 17.34,
  "homo_ha": -0.39684,
  "largest_force_ha_per_bohr": 0.0221,
  "elements": ["Ti", "C", "N", "C", "C", "C", "N", "C", "C", "C", "C", "C", "C", "C", "O", "C", "C", "C", "N", "C", "C", "C", "C", "C", "C", "C", "O", "H", "H", "H", "H", "H", "H", "H", "H", "H", "H", "H", "H", "H", "H", "H", "H", "H", "H", "H", "H", "H", "H", "H", "H", "H", "C", "C", "C", "C", "N", "C", "S", "N", "H", "H", "H", "H", "H"],
  "coordinates": [[0.03, -0.64, 0.26], [0.10, -3.62, -0.87], [-0.93, -2.66, -0.40], [-1.64, -3.37, 0.71], [-2.30, -2.52, 1.79], [-1.32, -1.92, 2.80], [-0.63, -0.73, 2.31], [-0.65, 0.32, 3.05], [-0.03, 1.60, 2.77], [-0.13, 2.59, 3.75], [0.47, 3.82, 3.58], [1.19, 4.08, 2.41], [1.30, 3.11, 1.43], [0.69, 1.88, 1.59], [0.81, 0.96, 0.63], [-1.86, -2.43, -1.55], [-1.48, -1.32, -2.53], [-0.02, -1.04, -2.88], [0.82, -0.87, -1.69], [2.10, -0.86, -1.84], [3.09, -1.07, -0.80], [4.44, -0.97, -1.15], [5.43, -1.35, -0.28], [5.08, -1.89, 0.96], [3.76, -2.01, 1.33], [2.74, -1.57, 0.47], [1.48, -1.71, 0.85], [-0.37, -4.58, -1.06], [0.88, -3.74, -0.12], [0.55, -3.27, -1.80], [-0.90, -4.01, 1.19], [-2.38, -4.03, 0.25], [-2.93, -3.21, 2.35], [-2.96, -1.76, 1.38], [-0.56, -2.67, 3.05], [-1.85, -1.68, 3.72], [-1.18, 0.27, 4.00], [-0.68, 2.38, 4.65], [0.38, 4.58, 4.34], [1.66, 5.04, 2.27], [1.84, 3.30, 0.51], [-2.84, -2.17, -1.13], [-1.97, -3.39, -2.06], [-1.89, -0.39, -2.15], [-2.01, -1.51, -3.46], [0.01, -0.12, -3.46], [0.41, -1.84, -3.49], [2.51, -0.74, -2.84], [4.70, -0.59, -2.13], [6.47, -1.26, -0.56], [5.85, -2.22, 1.64], [3.47, -2.43, 2.29], [-3.66, 4.81, -1.85], [-2.62, 3.73, -1.82], [-1.47, 3.79, -2.61], [-0.59, 2.73, -2.51], [-0.79, 1.71, -1.68], [-1.90, 1.76, -0.94], [-2.17, 0.48, 0.23], [-2.82, 2.72, -0.99], [-3.51, 5.49, -2.68], [-3.62, 5.37, -0.92], [-4.65, 4.36, -1.91], [-1.29, 4.61, -3.29], [0.31, 2.70, -3.11]],
  "nbo_charge": [1.9246, -0.4062, -0.5182, -0.2130, -0.4380, -0.2225, -0.5419, 0.2408, -0.2286, -0.1168, -0.2364, -0.1387, -0.2741, 0.4188, -0.7556, -0.2195, -0.4369, -0.2331, -0.5709, 0.2351, -0.2319, -0.1202, -0.2441, -0.1500, -0.2178, 0.3599, -0.7880, 0.2008, 0.2308, 0.2080, 0.2121, 0.2109, 0.2433, 0.2414, 0.2164, 0.2096, 0.1933, 0.2199, 0.2318, 0.2284, 0.2343, 0.2326, 0.1978, 0.2493, 0.2416, 0.2342, 0.2030, 0.1968, 0.2188, 0.2321, 0.2287, 0.2258, -0.6508, 0.2870, -0.3172, 0.0861, -0.5209, 0.2870, -0.2491, -0.4737, 0.2203, 0.2422, 0.2439, 0.2311, 0.1951]
}